The following is a DFT calculation (ωB97M-V/def2-TZVPD) of a molecular structure, C20H45AuBrN5O7P2SbSi3.

Electronic energy in a.u.: -6090.89401
HOMO-LUMO gap in eV: 6.326
Strongest force on any atom in eV/A: 0.9
ΔE to the lowest compared entry with this formula, charge and spin in eV: 0.243
Total charge: +1

Cartesian coordinates (Å):
Au (0.27, -0.83, 0.17)
O (-3.00, 2.10, 1.60)
P (-2.65, 0.79, 0.78)
O (-3.92, -0.06, 0.96)
O (-1.38, 0.16, 1.25)
O (-2.65, 1.21, -0.73)
P (-1.37, 1.21, -1.78)
O (-2.05, 1.89, -3.04)
O (-1.05, -0.23, -2.05)
O (-0.34, 2.12, -1.22)
H (-2.35, 2.81, 1.52)
H (-2.58, 1.28, -3.57)
C (1.39, -2.24, -2.40)
N (2.52, -2.52, -3.25)
C (3.46, -3.39, -2.53)
N (3.94, -2.75, -1.30)
C (2.81, -2.47, -0.44)
N (1.82, -1.57, -1.12)
C (2.56, -0.31, -1.51)
N (3.69, -0.60, -2.36)
C (3.21, -1.26, -3.57)
C (4.60, -1.50, -1.65)
H (0.89, -3.18, -2.13)
H (0.68, -1.58, -2.89)
H (4.31, -3.60, -3.17)
H (2.96, -4.33, -2.29)
H (3.14, -1.98, 0.47)
H (2.30, -3.40, -0.19)
H (2.91, 0.16, -0.59)
H (1.85, 0.35, -2.01)
H (4.05, -1.47, -4.23)
H (2.51, -0.60, -4.09)
H (4.96, -1.01, -0.75)
H (5.46, -1.72, -2.29)
C (0.28, -4.13, 2.15)
Si (-0.58, -4.65, 0.57)
C (-2.17, -5.51, 1.08)
C (0.48, -5.83, -0.43)
Sb (-1.67, -2.58, -0.52)
Si (-2.46, -3.55, -2.80)
C (-3.85, -2.44, -3.36)
C (-1.08, -3.67, -4.06)
C (-3.14, -5.26, -2.45)
Si (-4.70, -0.92, 2.21)
C (-5.18, -2.55, 1.47)
C (-6.17, 0.11, 2.68)
C (-3.48, -1.11, 3.60)
H (0.61, -5.01, 2.71)
H (-0.43, -3.58, 2.78)
H (1.15, -3.49, 2.00)
H (-1.89, -6.33, 1.76)
H (-2.73, -5.94, 0.26)
H (-2.83, -4.85, 1.64)
H (0.43, -6.81, 0.05)
H (1.53, -5.54, -0.46)
H (0.13, -5.95, -1.46)
H (-3.53, -1.41, -3.44)
H (-4.69, -2.49, -2.66)
H (-4.22, -2.78, -4.33)
H (-0.67, -2.69, -4.29)
H (-1.49, -4.09, -4.98)
H (-0.27, -4.33, -3.73)
H (-3.90, -5.26, -1.67)
H (-2.37, -5.98, -2.19)
H (-3.63, -5.61, -3.36)
H (-5.68, -2.41, 0.51)
H (-5.88, -3.08, 2.13)
H (-4.31, -3.19, 1.32)
H (-6.88, 0.19, 1.86)
H (-5.85, 1.12, 2.96)
H (-6.69, -0.33, 3.53)
H (-2.63, -1.72, 3.30)
H (-3.96, -1.58, 4.46)
H (-3.10, -0.14, 3.93)
Br (3.68, 3.47, 4.45)
C (2.79, 2.28, 3.29)
C (2.62, 0.95, 3.65)
C (1.97, 0.12, 2.77)
N (1.49, 0.54, 1.60)
C (1.64, 1.83, 1.27)
C (2.28, 2.73, 2.08)
H (3.00, 0.58, 4.59)
H (1.81, -0.93, 3.01)
H (1.21, 2.13, 0.31)
H (2.39, 3.77, 1.78)

=====

The following is a DFT calculation (ωB97M-V/def2-TZVPD) of a molecular structure, C20H45CoF6N3O7 in a non-equilibrium geometry.

Electronic energy in a.u.: -3461.93286
HOMO-LUMO gap (spin up / spin down) in eV: 8.742 / 8.877
<S²>: 3.76
Strongest force on any atom in eV/A: 3.9
Multiplicity: 4

Cartesian coordinates (Å):
Co (0.16, 0.15, 0.08)
C (2.31, -2.44, -0.06)
O (1.30, -3.21, -0.72)
O (1.87, -1.16, -0.02)
C (2.57, -3.18, 1.28)
F (3.27, -2.43, 2.15)
F (1.40, -3.51, 1.87)
F (3.29, -4.31, 1.13)
C (1.58, -4.48, -1.30)
C (1.00, -4.49, -2.72)
H (0.25, -3.72, -2.86)
H (1.77, -4.34, -3.47)
H (0.53, -5.47, -2.86)
H (1.06, -5.25, -0.73)
H (2.64, -4.74, -1.28)
H (3.23, -2.48, -0.66)
C (-2.23, 2.06, 1.35)
O (-1.35, 3.05, 1.96)
O (-1.43, 1.48, 0.41)
C (-2.93, 1.09, 2.33)
F (-2.18, 0.92, 3.42)
F (-4.16, 1.48, 2.67)
F (-3.07, -0.15, 1.76)
C (-1.83, 3.75, 3.10)
C (-0.82, 4.76, 3.65)
H (-1.28, 5.19, 4.54)
H (0.12, 4.28, 3.91)
H (-0.55, 5.56, 2.96)
H (-2.06, 3.04, 3.90)
H (-2.78, 4.28, 2.94)
H (-2.91, 2.73, 0.82)
C (-0.14, 2.26, -3.09)
C (0.23, 0.76, -3.22)
C (1.74, 0.52, -3.34)
O (2.53, 1.33, -2.48)
C (3.15, 2.50, -2.97)
N (-0.35, 0.07, -2.03)
H (0.50, 2.89, -3.71)
H (0.09, 2.62, -2.08)
H (-1.20, 2.44, -3.21)
H (-0.10, 0.43, -4.22)
H (2.10, 0.75, -4.35)
H (2.02, -0.52, -3.14)
H (2.44, 3.30, -3.20)
H (3.66, 2.21, -3.90)
H (3.87, 2.89, -2.26)
H (-1.31, 0.39, -2.03)
H (-0.42, -0.90, -2.32)
C (-2.04, -3.94, -0.12)
C (-1.92, -2.55, -0.78)
C (-3.32, -1.97, -1.02)
O (-3.12, -0.85, -1.87)
C (-4.29, -0.09, -2.09)
N (-1.19, -1.75, 0.24)
H (-2.71, -4.00, 0.74)
H (-1.08, -4.34, 0.21)
H (-2.33, -4.70, -0.85)
H (-1.32, -2.69, -1.68)
H (-3.82, -1.77, -0.07)
H (-3.90, -2.65, -1.67)
H (-4.75, 0.18, -1.14)
H (-4.98, -0.69, -2.69)
H (-4.02, 0.81, -2.65)
H (-0.61, -2.42, 0.72)
H (-1.83, -1.45, 0.97)
C (2.92, 3.11, 1.86)
C (2.26, 1.71, 1.59)
C (1.31, 1.38, 2.75)
O (0.53, 0.24, 2.35)
C (0.82, -0.87, 3.14)
N (1.49, 1.76, 0.32)
H (3.53, 3.01, 2.76)
H (2.16, 3.86, 2.08)
H (3.55, 3.41, 1.03)
H (3.00, 0.96, 1.34)
H (0.62, 2.17, 3.03)
H (1.84, 1.20, 3.69)
H (0.65, -0.77, 4.22)
H (1.84, -1.24, 3.03)
H (0.20, -1.72, 2.82)
H (2.13, 1.70, -0.46)
H (0.83, 2.52, 0.22)

=====

The following is a DFT calculation (ωB97M-V/def2-TZVPD) of a molecular structure, C20H45F6N3O14S2V in a non-equilibrium geometry.

Electronic energy in a.u.: -4345.90130
HOMO-LUMO gap in eV: 3.703
Strongest force on any atom in eV/A: 5.6
Total charge: -1

Cartesian coordinates (Å):
O (-0.41, 2.28, -0.42)
V (0.71, 2.60, -1.60)
O (-0.05, 3.53, -2.65)
C (-1.00, -2.81, -5.41)
F (-2.03, -2.65, -4.52)
F (-0.81, -4.07, -5.85)
F (-1.16, -2.04, -6.50)
S (0.58, -2.25, -4.34)
O (0.81, -3.34, -3.41)
O (1.65, -2.18, -5.33)
O (0.33, -0.93, -3.74)
C (4.71, -0.15, 2.96)
F (5.82, 0.68, 3.00)
F (4.93, -1.18, 3.70)
F (3.67, 0.52, 3.35)
S (4.40, -0.72, 1.09)
O (3.56, -1.96, 1.08)
O (3.63, 0.47, 0.65)
O (5.75, -0.80, 0.48)
C (-4.36, 1.48, 0.47)
O (-4.60, 2.23, 1.68)
C (-5.13, 1.47, 2.82)
C (-5.24, 2.28, 4.17)
N (-3.83, 2.66, 4.52)
C (-3.91, 3.57, 5.61)
C (-2.59, 4.39, 5.83)
O (-2.70, 5.51, 6.65)
C (-1.54, 6.00, 7.26)
H (-3.65, 2.08, -0.10)
H (-5.31, 1.37, -0.05)
H (-4.00, 0.45, 0.50)
H (-4.51, 0.58, 2.98)
H (-6.08, 1.20, 2.36)
H (-5.78, 1.79, 4.98)
H (-5.74, 3.21, 3.88)
H (-3.43, 3.04, 3.67)
H (-4.06, 3.12, 6.60)
H (-4.68, 4.34, 5.63)
H (-2.24, 4.66, 4.83)
H (-1.89, 3.63, 6.17)
H (-1.76, 6.71, 8.05)
H (-0.86, 6.39, 6.50)
H (-0.91, 5.20, 7.67)
C (4.23, 2.83, -3.04)
O (3.33, 3.77, -2.42)
C (4.14, 4.94, -2.30)
C (3.41, 5.86, -1.36)
N (2.73, 5.11, -0.28)
C (2.05, 6.15, 0.54)
C (0.77, 6.72, -0.10)
O (-0.20, 5.78, 0.13)
C (-1.48, 6.32, -0.17)
H (4.87, 2.23, -2.39)
H (4.95, 3.23, -3.76)
H (3.50, 2.24, -3.60)
H (4.20, 5.40, -3.29)
H (5.20, 4.79, -2.11)
H (2.69, 6.24, -2.08)
H (4.00, 6.71, -1.00)
H (3.49, 4.75, 0.28)
H (2.66, 7.01, 0.83)
H (1.87, 5.68, 1.51)
H (0.73, 7.06, -1.13)
H (0.38, 7.57, 0.47)
H (-2.15, 5.48, -0.02)
H (-1.63, 6.63, -1.21)
H (-1.83, 7.16, 0.44)
C (2.19, -10.25, -4.83)
O (1.35, -9.80, -3.78)
C (0.55, -8.61, -4.00)
C (-0.33, -8.27, -2.73)
N (0.62, -8.20, -1.61)
C (-0.12, -8.51, -0.38)
C (-1.15, -7.35, 0.10)
O (-0.34, -6.19, -0.15)
C (-1.11, -4.92, -0.10)
H (2.85, -11.05, -4.50)
H (2.92, -9.52, -5.18)
H (1.73, -10.62, -5.75)
H (-0.14, -8.83, -4.81)
H (1.17, -7.78, -4.33)
H (-1.04, -9.07, -2.56)
H (-0.93, -7.37, -2.90)
H (1.19, -8.93, -2.04)
H (0.61, -8.74, 0.39)
H (-0.70, -9.43, -0.38)
H (-1.47, -7.36, 1.14)
H (-1.98, -7.30, -0.61)
H (-1.47, -4.89, 0.92)
H (-1.96, -5.09, -0.76)
H (-0.64, -3.97, -0.35)

=====

The following is a DFT calculation (ωB97M-V/def2-TZVPD) of 4 unconnected molecules or ions with the total composition C20H46F2N5O5 in a non-equilibrium geometry.

Electronic energy in a.u.: -1639.28242
HOMO-LUMO gap in eV: 4.785
Strongest force on any atom in eV/A: 1.3
Total charge: -1

Cartesian coordinates (Å):
N (3.92, 0.03, 1.20)
C (4.60, 0.57, 0.01)
C (5.47, 1.77, 0.38)
C (4.74, 3.10, 0.63)
C (4.04, 3.71, -0.59)
C (2.62, 3.18, -0.93)
C (1.86, 2.74, 0.31)
N (0.39, 2.61, -0.18)
C (-0.46, 2.63, 0.94)
O (-1.21, 3.50, 1.26)
F (-0.36, 1.52, 1.72)
C (0.12, 1.45, -0.93)
O (-0.77, 1.32, -1.72)
F (1.00, 0.44, -0.77)
H (3.17, -0.57, 0.89)
H (3.47, 0.81, 1.66)
H (5.25, -0.22, -0.40)
H (3.88, 0.84, -0.77)
H (5.98, 1.49, 1.32)
H (6.26, 1.91, -0.36)
H (4.03, 2.97, 1.45)
H (5.50, 3.81, 0.97)
H (4.69, 3.55, -1.47)
H (3.98, 4.80, -0.46)
H (2.10, 3.98, -1.49)
H (2.70, 2.35, -1.65)
H (1.80, 3.60, 1.00)
C (-2.44, -3.72, -0.61)
C (-1.59, -2.51, -1.00)
C (-2.13, -1.72, -2.20)
O (-1.95, -2.35, -3.46)
C (-2.94, -3.29, -3.81)
N (-0.20, -2.94, -1.20)
H (-2.30, -4.55, -1.31)
H (-2.15, -4.07, 0.38)
H (-3.50, -3.46, -0.59)
H (-1.59, -1.82, -0.16)
H (-1.58, -0.78, -2.25)
H (-3.20, -1.48, -2.05)
H (-3.93, -2.98, -3.45)
H (-2.72, -4.29, -3.42)
H (-2.97, -3.35, -4.90)
H (0.39, -2.12, -1.32)
H (-0.16, -3.43, -2.10)
C (-3.58, -7.09, 2.73)
C (-2.84, -7.28, 1.41)
C (-2.64, -8.75, 1.02)
O (-1.62, -9.42, 1.75)
C (-2.01, -9.95, 3.00)
N (-1.60, -6.52, 1.44)
H (-2.93, -7.29, 3.58)
H (-3.92, -6.06, 2.82)
H (-4.45, -7.75, 2.80)
H (-3.47, -6.85, 0.62)
H (-2.32, -8.79, -0.02)
H (-3.58, -9.31, 1.11)
H (-3.04, -10.32, 2.97)
H (-1.92, -9.21, 3.80)
H (-1.34, -10.78, 3.22)
H (-1.16, -6.53, 0.52)
H (-0.94, -6.99, 2.05)
C (-0.09, 6.06, -0.63)
C (0.05, 6.88, 0.64)
C (-0.67, 8.23, 0.59)
O (-0.04, 9.23, -0.19)
C (-0.30, 9.17, -1.58)
N (1.47, 7.03, 0.98)
H (0.55, 6.43, -1.43)
H (0.18, 5.02, -0.44)
H (-1.12, 6.06, -0.99)
H (-0.42, 6.32, 1.45)
H (-0.72, 8.65, 1.60)
H (-1.71, 8.10, 0.24)
H (-1.33, 8.85, -1.77)
H (0.38, 8.50, -2.10)
H (-0.17, 10.18, -1.98)
H (1.57, 7.47, 1.88)
H (1.89, 7.68, 0.32)

=====

The following is a DFT calculation (ωB97M-V/def2-TZVPD) of a molecular structure, C20H46FeOP4Se in a non-equilibrium geometry.

Electronic energy in a.u.: -5894.45633
HOMO-LUMO gap (spin up / spin down) in eV: 9.157 / 6.065
<S²>: 8.79
Strongest force on any atom in eV/A: 6.1
ΔE to the lowest compared entry with this formula, charge and spin in eV: 1.192
Total charge: +3
Multiplicity: 6

Cartesian coordinates (Å):
Fe (0.45, -0.11, -3.36)
P (0.06, 0.54, 2.68)
P (-1.19, 1.13, -2.93)
P (2.07, 0.78, -2.25)
H (2.79, -1.64, 1.23)
C (2.17, -0.74, 1.29)
C (1.05, -0.93, 2.31)
H (0.34, -1.69, 1.95)
C (-1.56, -0.01, 3.20)
C (-0.11, 1.55, 1.21)
C (0.86, 1.48, 3.98)
C (-2.26, 1.25, -4.42)
C (-2.37, 0.48, -1.69)
C (-1.06, 2.89, -2.43)
C (3.66, -0.08, -1.96)
C (2.40, 2.43, -1.54)
C (2.14, 1.10, -4.08)
H (2.82, 0.12, 1.50)
H (1.47, -1.26, 3.27)
H (-1.48, -0.49, 4.19)
H (-1.95, -0.72, 2.46)
H (-2.22, 0.86, 3.27)
H (-0.26, 0.92, 0.32)
H (0.79, 2.17, 1.06)
H (-0.98, 2.21, 1.32)
H (1.31, 0.80, 4.71)
H (0.12, 2.11, 4.48)
H (1.65, 2.13, 3.56)
H (-2.35, 2.31, -4.69)
H (-3.24, 0.83, -4.19)
H (-1.80, 0.69, -5.24)
H (-3.28, 0.17, -2.21)
H (-2.62, 1.27, -0.97)
H (-1.96, -0.38, -1.14)
H (-1.79, 3.47, -3.01)
H (-0.06, 3.28, -2.64)
H (-1.27, 2.99, -1.36)
H (4.36, 0.22, -2.76)
H (3.52, -1.16, -2.00)
H (4.05, 0.22, -0.98)
H (2.80, 3.07, -2.33)
H (3.13, 2.32, -0.73)
H (1.47, 2.87, -1.14)
H (3.10, 0.70, -4.43)
H (2.13, 2.19, -4.22)
H (1.33, 0.65, -4.72)
C (1.55, -2.47, -3.70)
C (1.66, -3.06, -2.41)
C (2.86, -3.65, -2.02)
C (3.95, -3.69, -2.91)
C (3.84, -3.13, -4.18)
C (2.65, -2.54, -4.59)
Se (-0.14, -1.77, -4.36)
H (1.72, -0.57, 0.12)
H (0.80, -3.01, -1.74)
H (2.94, -4.10, -1.03)
H (4.88, -4.18, -2.60)
H (4.70, -3.16, -4.86)
H (2.55, -2.10, -5.59)
C (-3.78, -3.36, 0.83)
P (-2.08, -3.25, 0.24)
C (-1.15, -4.51, 1.14)
C (-2.11, -3.77, -1.48)
O (-1.49, -1.88, 0.43)
H (-4.20, -2.35, 0.90)
H (-3.79, -3.84, 1.82)
H (-4.37, -3.96, 0.13)
H (-1.03, -5.40, 0.50)
H (-0.17, -4.11, 1.41)
H (-1.70, -4.79, 2.05)
H (-3.16, -3.86, -1.80)
H (-1.59, -3.04, -2.12)
H (-1.62, -4.74, -1.57)

=====

The following is a DFT calculation (ωB97M-V/def2-TZVPD) of 4 unconnected molecules or ions with the total composition C20H46N2O4S2 in a non-equilibrium geometry.

Electronic energy in a.u.: -1996.28108
HOMO-LUMO gap in eV: 8.594
Strongest force on any atom in eV/A: 4.4
SMILES: O=S1(=O)CCCC1.O=S1(=O)CCCC1.CCN(CC)CC.CCN(CC)CC
ΔE to the lowest compared entry with this formula, charge and spin in eV: 3.505

Cartesian coordinates (Å):
O (-1.78, -1.53, -1.12)
S (-1.44, -0.15, -0.87)
O (-0.42, 0.52, -1.68)
C (-3.11, 0.78, -0.73)
C (-3.54, 0.86, 0.63)
C (-2.25, 1.01, 1.54)
C (-1.14, -0.03, 0.97)
H (-3.84, 0.22, -1.31)
H (-2.85, 1.79, -1.05)
H (-4.38, 1.47, 0.97)
H (-4.03, -0.10, 0.82)
H (-2.48, 0.88, 2.59)
H (-2.02, 2.08, 1.51)
H (-1.33, -1.04, 1.33)
H (-0.13, 0.34, 1.12)
O (0.46, -8.72, -4.47)
S (-0.37, -7.70, -3.86)
O (-1.82, -7.95, -3.75)
C (0.50, -7.13, -2.30)
C (1.75, -6.38, -2.89)
C (1.37, -5.48, -4.08)
C (0.01, -6.01, -4.64)
H (0.50, -8.03, -1.68)
H (-0.23, -6.46, -1.86)
H (2.51, -5.92, -2.26)
H (2.34, -7.17, -3.37)
H (2.11, -5.40, -4.89)
H (1.21, -4.58, -3.49)
H (-0.27, -5.98, -5.69)
H (-0.76, -5.41, -4.16)
C (-1.10, 10.63, -2.59)
C (-0.12, 10.11, -3.67)
N (0.72, 8.95, -3.20)
C (1.42, 9.31, -1.95)
C (2.52, 8.52, -1.36)
C (-0.10, 7.76, -3.03)
C (-0.64, 7.24, -4.32)
H (-1.61, 11.43, -3.13)
H (-0.69, 11.02, -1.66)
H (-1.76, 9.78, -2.43)
H (-0.69, 9.82, -4.56)
H (0.66, 10.85, -3.86)
H (1.81, 10.33, -1.95)
H (0.58, 9.32, -1.25)
H (3.46, 8.89, -1.77)
H (2.59, 8.73, -0.29)
H (2.39, 7.47, -1.64)
H (-0.98, 7.94, -2.40)
H (0.54, 7.01, -2.56)
H (-1.24, 6.34, -4.21)
H (0.13, 6.95, -5.04)
H (-1.24, 7.97, -4.86)
C (0.26, -2.83, 6.67)
C (0.33, -4.30, 6.23)
N (0.79, -4.64, 4.87)
C (0.48, -6.09, 4.67)
C (-1.09, -6.25, 4.36)
C (2.26, -4.49, 4.76)
C (2.79, -4.72, 3.38)
H (-0.51, -2.23, 6.20)
H (1.23, -2.40, 6.41)
H (0.24, -2.75, 7.76)
H (0.97, -4.85, 6.91)
H (-0.65, -4.66, 6.53)
H (1.04, -6.56, 3.87)
H (0.87, -6.64, 5.53)
H (-1.17, -7.32, 4.20)
H (-1.67, -5.79, 5.16)
H (-1.51, -5.99, 3.39)
H (2.77, -5.00, 5.59)
H (2.39, -3.41, 4.81)
H (2.88, -5.75, 3.03)
H (3.82, -4.39, 3.36)
H (2.27, -4.08, 2.66)